[1]
Formula: C32H62FIN2O13S5
Source: OMol25
Level of theory: the ωB97M-V functional and the def2-TZVPD basis

Geometry as XYZ:
```
116
Properties=species:S:1:pos:R:3:forces:R:3
C -1.512 0.654 -2.481 0.082 1.077 -0.854
C -0.450 0.721 -1.444 4.055 2.237 -0.460
O 0.483 1.523 -1.485 -2.283 -2.129 0.651
N -0.455 -0.369 -0.340 -0.816 7.806 3.613
H -1.361 -0.107 0.183 0.217 -0.590 -0.149
H -0.693 -0.927 -1.011 -1.149 -7.834 -4.370
C 0.630 -0.368 0.629 -0.919 1.795 0.531
H -1.734 -0.290 -3.019 0.447 0.316 0.877
H -1.249 1.445 -3.251 -0.361 -1.006 1.037
H -2.361 1.008 -1.913 -0.964 0.075 -0.151
H 1.561 -0.167 0.193 1.199 0.332 -0.910
H 0.711 -1.282 1.139 -0.273 -1.171 0.733
H 0.375 0.497 1.310 0.439 -1.145 -0.457
C -3.105 -3.672 -4.522 -9.381 -1.587 2.514
C -4.006 -3.113 -3.345 -1.257 2.550 -2.602
O -5.007 -2.426 -3.569 3.555 -2.926 1.962
N -3.382 -3.301 -1.900 -0.921 -7.255 -2.778
H -3.110 -4.487 -1.750 -0.866 4.387 -0.862
H -2.486 -2.886 -2.033 3.035 1.111 -0.032
C -4.109 -2.815 -0.825 -0.940 2.927 5.329
H -2.217 -3.478 -4.671 9.023 2.482 -0.102
H -3.554 -3.616 -5.469 -1.434 1.735 -1.195
H -3.232 -4.701 -4.572 0.334 -2.609 1.146
H -5.074 -3.300 -0.391 1.678 0.610 -1.765
H -4.196 -1.735 -1.048 -0.975 -0.414 0.283
H -3.437 -2.685 0.137 -0.911 -0.703 -1.945
I -3.463 0.334 1.366 0.384 -0.059 -0.163
O -0.761 -2.501 -2.144 2.802 1.309 -1.974
H 0.131 -2.220 -2.707 -3.755 -1.316 2.125
F 1.355 5.453 2.897 -0.155 0.148 -1.583
C 0.891 5.340 1.586 -3.094 -2.555 0.532
C -0.208 4.346 1.390 2.606 2.691 -0.004
C -0.663 4.114 0.128 1.667 0.693 -0.606
C -0.146 4.702 -1.013 3.558 4.473 -2.741
C 0.837 5.788 -0.889 -0.171 -1.566 3.687
C 1.356 6.048 0.539 -9.430 -7.197 -4.245
H -0.599 3.826 2.218 -0.312 -0.555 0.914
H -1.226 3.311 -0.145 -2.285 -2.170 0.225
H -0.311 4.475 -2.127 -0.531 -0.257 2.169
H 1.398 6.387 -1.673 -1.189 -1.184 0.777
H 2.062 6.593 0.580 9.232 7.426 0.912
C 3.660 1.835 2.471 -1.578 2.998 -2.040
C 4.757 2.528 3.197 -3.004 -5.498 4.093
C 4.922 3.687 2.571 3.470 9.464 -1.110
S 4.786 3.383 0.872 1.001 -0.178 -3.211
O 6.040 2.971 0.315 1.439 0.750 -0.386
O 3.945 4.339 0.173 0.693 -0.030 0.861
C 3.902 1.880 0.988 4.921 -0.911 4.735
H 2.674 2.190 2.664 -0.685 1.007 0.529
H 3.606 0.915 2.704 -0.340 -6.864 1.955
H 5.527 1.886 3.535 1.574 -0.545 -0.845
H 4.386 2.800 4.142 -0.908 0.078 1.716
H 5.830 4.224 3.063 -0.737 -0.593 -2.059
H 4.181 4.494 2.740 -0.401 -0.857 0.173
H 4.425 1.017 0.598 1.092 0.014 0.400
H 3.316 2.042 0.271 -6.623 1.164 -4.842
C -0.296 -3.353 4.797 0.912 5.596 1.464
C -1.293 -2.356 4.085 3.565 -7.546 -6.747
C -2.643 -2.903 4.048 -0.648 -1.803 -1.951
S -2.696 -3.962 5.450 -2.406 -2.088 -0.283
O -3.059 -5.293 5.015 0.268 0.074 -0.277
O -3.482 -3.395 6.477 -1.023 1.201 1.586
C -1.058 -4.005 5.917 3.874 -0.463 1.707
H 0.764 -2.736 5.017 -3.031 -2.171 -0.323
H -0.208 -4.014 4.083 1.699 -3.705 -3.575
H -0.977 -2.000 3.040 -0.125 -0.776 1.473
H -1.405 -1.620 4.564 -0.645 10.841 6.909
H -2.637 -3.642 3.203 -0.868 0.720 0.556
H -3.413 -2.108 3.989 0.212 -0.896 0.146
H -0.665 -5.039 6.143 -0.938 0.780 -0.695
H -0.764 -3.491 6.836 -1.092 0.336 0.090
C 5.425 -4.509 2.680 -2.511 1.291 2.007
C 5.854 -3.349 3.532 3.562 -0.422 -0.985
C 4.656 -2.853 4.074 -4.151 1.230 3.214
S 3.396 -2.993 2.766 -2.115 -2.252 1.518
O 3.234 -1.753 2.088 -0.227 1.320 -0.471
O 2.213 -3.700 3.319 2.032 1.272 -1.069
C 4.305 -4.117 1.738 1.530 -0.513 -2.700
H 5.139 -5.252 3.414 -1.272 -0.176 0.311
H 6.197 -5.015 2.377 4.445 -2.323 -3.158
H 6.435 -2.548 3.026 -0.479 -0.551 -0.215
H 6.533 -3.700 4.302 0.109 -0.133 0.197
H 4.700 -1.817 4.300 -0.109 1.159 0.113
H 4.252 -3.305 5.073 0.642 0.189 -2.095
H 4.694 -3.673 0.666 -1.011 -0.625 2.977
H 3.726 -5.017 1.490 -0.249 0.591 0.161
C 1.680 -2.860 -5.538 -2.682 3.879 1.718
C 2.537 -1.713 -4.949 0.012 -6.073 2.894
C 1.704 -0.657 -4.534 1.116 4.511 0.546
S 0.682 -0.450 -5.932 -1.514 0.912 0.178
O 1.525 0.028 -6.996 -0.196 0.564 -0.256
O -0.547 0.227 -5.507 1.140 -0.693 -1.011
C 0.477 -2.200 -6.225 -0.108 1.711 4.409
H 1.309 -3.635 -4.953 -0.212 -1.095 1.696
H 2.082 -3.225 -6.326 3.770 -3.016 -4.715
H 3.172 -1.412 -5.641 2.706 1.532 -3.561
H 3.217 -2.200 -4.237 -0.368 0.514 0.549
H 2.347 0.276 -4.489 -0.873 -0.603 -0.263
H 1.236 -0.610 -3.597 -1.185 -0.721 1.123
H 0.292 -2.401 -7.184 -0.376 -0.686 -3.830
H -0.405 -2.332 -5.659 -1.222 -0.680 0.568
C -6.180 5.750 -1.577 2.431 0.191 -0.550
C -5.334 5.319 -0.307 -0.444 4.016 -2.010
C -5.472 3.916 -0.266 1.077 -5.081 3.218
S -5.039 3.466 -1.922 -0.648 -2.720 -3.205
O -5.929 2.396 -2.424 0.963 1.818 0.983
O -3.627 3.272 -2.111 0.687 -0.217 0.750
C -5.369 5.029 -2.764 -0.144 1.204 5.005
H -5.974 6.796 -1.823 -1.008 0.095 0.493
H -7.216 5.420 -1.589 -0.053 0.309 0.280
H -5.749 5.733 0.587 0.312 0.820 0.625
H -4.258 5.652 -0.598 -1.654 -0.515 1.197
H -6.440 3.407 0.125 1.211 1.292 -1.273
H -4.700 3.471 0.521 -1.141 0.406 -2.060
H -6.036 5.014 -3.507 -2.052 -0.920 -3.264
H -4.559 5.726 -2.946 0.645 -0.860 -0.156
```
Forces are in eV/Å.

Output
- total charge = 0
- multiplicity = 1
- gap between HOMO and LUMO (eV) = 7.3
- E (eV) = -128761.8322

Mulliken atomic charge list, values in e, 99 entries: C -1.01; C 0.68; O -0.47; N 0.98; H -0.64; H 0.38; C -0.92; H 0.14; H 0.33; H 0.34; H 0.28; H 0.58; H 0.22; C -1.04; C 0.74; O -0.44; N 0.23; H 0.50; H -0.14; C -0.60; H -0.03; H 0.53; H 0.50; H 0.26; H 0.31; H 0.15; I -0.78; O -1.16; H 0.02; F -0.38; C 0.32; C -0.52; C -0.75; C -0.02; C -0.56; C -1.05; H 0.60; H 0.76; H 0.32; H 0.30; H 0.97; C -0.65; C -0.77; C -0.53; S 0.97; O -0.74; O -0.57; C -1.04; H 0.38; H 0.49; H 0.35; H 0.34; H 0.32; H 0.33; H 0.38; H 0.74; C -0.34; C -0.82; C -0.49; S 1.23; O -0.71; O -0.69; C -0.58; H 0.01; H 0.46; H -0.20; H 0.83; H 0.22; H 0.40; H 0.31; H 0.39; C -0.99; C -0.46; C -0.73; S 1.01; O -0.50; O -0.64; C -0.57; H 0.31; H 0.67; H 0.25; H 0.32; H 0.39; H 0.29; H 0.27; H 0.37; C -0.99; C -1.03; C 0.23; S 1.07; O -0.70; O -0.62; C -0.34; H 0.43; H 0.59; H 0.59; H 0.33; H 0.40; H -0.36

---

[2]
Formula: CF5LiO3PTl
Source: OMol25
Level of theory: the ωB97M-V functional and the def2-TZVPD basis

Geometry as XYZ:
```
12
Properties=species:S:1:pos:R:3:forces:R:3
P -0.925 -0.720 0.925 -2.527 -1.197 1.713
F -0.885 -0.356 2.471 1.704 -0.740 -2.207
F 2.126 -0.089 1.459 -0.208 0.807 1.029
F -2.514 -0.407 0.927 0.569 0.029 -0.678
F -1.371 -2.260 0.896 -0.968 0.390 0.509
F 0.423 -1.468 0.378 -1.046 1.745 0.687
O -0.742 0.683 0.139 0.330 -0.963 0.065
O -0.472 2.110 -1.526 0.062 -0.146 -0.397
C -0.092 1.055 -1.016 0.207 0.895 0.787
O 0.899 0.392 -1.407 -1.166 0.854 -1.586
Li 1.061 1.877 -2.797 -0.417 -0.223 0.594
Tl 2.494 -0.816 -0.450 3.460 -1.450 -0.515
```
Forces are in eV/Å.

Output
- total charge = 0
- multiplicity = 1
- gap between HOMO and LUMO (eV) = 7.3
- E (eV) = -34959.1472

Charges in e, computed with Mulliken, in the same order as the atoms: P 1.13; F -0.22; F -0.70; F -0.30; F -0.28; F -0.26; O -0.26; O -0.79; C 1.03; O -0.79; Li 0.88; Tl 0.58